{
  "formula": "C40H82O40S10",
  "method": "ωB97M-V with the def2-TZVPD basis set",
  "symbols": ["C", "C", "C", "C", "C", "C", "C", "C", "C", "C", "C", "C", "C", "C", "C", "C", "O", "S", "O", "O", "O", "C", "C", "C", "C", "C", "C", "H", "H", "H", "H", "H", "H", "H", "H", "H", "H", "H", "H", "H", "H", "H", "H", "H", "H", "H", "H", "H", "H", "H", "H", "H", "H", "H", "H", "H", "H", "H", "H", "H", "H", "H", "H", "H", "H", "H", "H", "H", "H", "H", "H", "H", "H", "C", "C", "O", "S", "O", "O", "O", "H", "H", "H", "H", "C", "C", "O", "S", "O", "O", "O", "H", "H", "H", "H", "C", "C", "O", "S", "O", "O", "O", "H", "H", "H", "H", "C", "C", "O", "S", "O", "O", "O", "H", "H", "H", "H", "C", "C", "O", "S", "O", "O", "O", "H", "H", "H", "H", "C", "C", "O", "S", "O", "O", "O", "H", "H", "H", "H", "C", "C", "O", "S", "O", "O", "O", "H", "H", "H", "H", "C", "C", "O", "S", "O", "O", "O", "H", "H", "H", "H", "C", "C", "O", "S", "O", "O", "O", "H", "H", "H", "H"],
  "coordinates": [[11.1888, 1.7956, 1.9528], [9.6740, 2.1732, 1.9022], [8.7586, 0.9204, 1.7043], [7.9129, 0.9407, 0.3959], [6.5380, 0.2568, 0.6506], [5.4302, 0.7205, -0.3545], [4.0336, 0.1514, 0.0968], [3.3892, -0.5876, -1.1125], [1.8427, -0.5600, -1.1433], [1.1578, -1.2524, 0.0729], [-0.0426, -2.1569, -0.3172], [-1.3610, -1.3895, -0.5705], [-1.9173, -0.6681, 0.7071], [-3.1172, -1.4699, 1.2747], [-3.4234, -1.2309, 2.7737], [-4.4757, -0.1330, 3.0611], [-4.1477, 1.1549, 2.5183], [-3.0412, 1.9541, 3.4509], [-3.4311, 1.8724, 4.8561], [-3.4102, 3.5533, 3.0484], [-2.2843, 4.1255, 2.4081], [-2.7816, 4.6738, 1.1749], [-1.8375, 5.7476, 0.6024], [-2.3587, 6.1093, -0.8281], [-0.3629, 5.2289, 0.4677], [0.4110, 5.2210, 1.8282], [-0.2851, 3.8449, -0.2629], [11.3052, 0.8163, 2.4594], [11.6374, 1.7984, 0.9504], [11.7001, 2.5456, 2.5776], [9.4631, 2.9781, 1.1821], [9.4369, 2.5775, 2.9038], [8.0941, 0.8363, 2.5774], [9.3904, 0.0153, 1.6963], [7.7539, 1.9632, 0.0113], [8.4305, 0.3743, -0.3982], [6.1781, 0.5027, 1.6658], [6.6486, -0.8395, 0.5852], [5.7233, 0.3312, -1.3412], [5.4613, 1.8199, -0.3398], [3.4428, 1.0020, 0.4661], [4.2245, -0.5677, 0.9064], [3.8252, -1.5980, -1.1886], [3.7278, -0.0530, -2.0217], [1.5327, -1.1186, -2.0506], [1.4368, 0.4577, -1.2554], [0.8482, -0.4890, 0.8032], [1.9018, -1.9130, 0.5534], [0.2335, -2.6259, -1.2815], [-0.1813, -2.9780, 0.4076], [-2.1217, -2.1481, -0.8373], [-1.2327, -0.7036, -1.4202], [-2.2289, 0.3410, 0.3867], [-1.1068, -0.6096, 1.4499], [-2.8949, -2.5437, 1.1353], [-4.0082, -1.2241, 0.6738], [-2.5258, -1.0574, 3.3914], [-3.8766, -2.1663, 3.1615], [-4.6653, -0.1141, 4.1470], [-5.4367, -0.4219, 2.6001], [-3.7533, 5.1384, 1.4146], [-2.9798, 3.8845, 0.4299], [-1.7980, 6.6398, 1.2447], [-1.5115, 6.3684, -1.4747], [-2.8939, 5.2541, -1.2576], [-3.0533, 6.9578, -0.7399], [0.1556, 5.9440, -0.1942], [0.7987, 4.2102, 2.0173], [1.2684, 5.9070, 1.7443], [-0.2285, 5.5022, 2.6752], [-1.2638, 3.5254, -0.6539], [0.3732, 3.9165, -1.1443], [0.0768, 3.0534, 0.4098], [-5.3543, 4.2487, -4.8370], [-5.3738, 5.6999, -4.4005], [-4.1235, 5.8934, -3.7281], [-3.0032, 4.9610, -4.4076], [-2.2694, 5.7456, -5.3380], [-2.3763, 4.1901, -3.3924], [-4.0003, 4.0044, -5.2352], [-5.5932, 3.5797, -4.0075], [-6.0330, 4.0553, -5.6641], [-6.2032, 5.9242, -3.7350], [-5.4051, 6.3731, -5.2603], [11.4749, -0.7457, 7.4290], [11.4603, 0.5953, 6.7236], [12.2640, 0.3991, 5.5568], [12.1023, -1.1198, 5.0457], [11.1354, -1.1448, 4.0048], [13.3970, -1.6839, 4.9019], [11.4203, -1.7150, 6.3785], [12.4046, -0.8931, 7.9831], [10.6295, -0.8691, 8.1017], [11.8678, 1.3943, 7.3375], [10.4513, 0.8633, 6.4009], [-1.3072, 1.3250, -5.9074], [-1.4954, 2.2233, -7.1037], [-1.2848, 1.3812, -8.2422], [-1.7950, -0.1087, -7.8746], [-3.1113, -0.2707, -8.3893], [-0.7492, -1.0280, -8.1686], [-1.8966, 0.0825, -6.2822], [-0.2476, 1.1564, -5.6997], [-1.7920, 1.7170, -5.0144], [-0.7922, 3.0526, -7.1126], [-2.5167, 2.6093, -7.1465], [2.0152, -5.4390, -4.5712], [1.4275, -4.0935, -4.9450], [1.5570, -3.3019, -3.7585], [2.8803, -3.7456, -2.9602], [3.9329, -2.8476, -3.3021], [2.5238, -4.0272, -1.6170], [3.1391, -5.1314, -3.7363], [1.3090, -6.0338, -3.9880], [2.3343, -6.0072, -5.4415], [0.3858, -4.1602, -5.2475], [2.0054, -3.6142, -5.7387], [-8.1980, -2.1280, 2.6279], [-9.5219, -2.8428, 2.4617], [-9.6066, -3.1102, 1.0515], [-8.1293, -3.3597, 0.4671], [-7.8968, -4.7603, 0.3935], [-7.9359, -2.4963, -0.6487], [-7.3024, -2.7751, 1.7150], [-8.2777, -1.0767, 2.3374], [-7.8165, -2.1946, 3.6360], [-10.3654, -2.2425, 2.7910], [-9.5272, -3.7973, 2.9921], [-9.0115, -0.2291, 7.6431], [-9.2537, 0.6010, 6.3990], [-9.1061, -0.3262, 5.3137], [-9.6015, -1.7806, 5.7873], [-10.9392, -1.9646, 5.3439], [-8.5694, -2.7188, 5.5113], [-9.6252, -1.4965, 7.3661], [-7.9452, -0.3948, 7.8094], [-9.4507, 0.2179, 8.5311], [-8.5478, 1.4212, 6.2996], [-10.2726, 0.9932, 6.3745], [-5.5711, -3.1623, -3.3410], [-6.3647, -2.2290, -4.2308], [-5.6981, -0.9676, -4.1095], [-4.1212, -1.2138, -3.8858], [-3.4418, -1.0740, -5.1294], [-3.7314, -0.4926, -2.7241], [-4.2027, -2.7794, -3.5180], [-5.8283, -3.0210, -2.2895], [-5.7109, -4.2063, -3.6111], [-7.4041, -2.1441, -3.9244], [-6.3187, -2.5424, -5.2768], [-1.7866, -4.5669, 5.2529], [-2.0379, -5.3030, 3.9521], [-1.2686, -4.5908, 2.9790], [0.0587, -3.9991, 3.6763], [1.1365, -4.8877, 3.4204], [0.1283, -2.6090, 3.3936], [-0.4055, -4.1959, 5.2068], [-2.3844, -3.6542, 5.3145], [-1.9824, -5.1871, 6.1244], [-3.0891, -5.3131, 3.6743], [-1.6641, -6.3287, 3.9976], [5.8193, -0.9129, -4.3748], [6.4614, -1.2345, -5.7073], [7.1951, -0.0535, -6.0534], [7.7343, 0.6508, -4.7083], [9.0838, 0.2560, -4.4975], [7.3383, 2.0151, -4.7295], [6.8070, -0.1495, -3.6665], [4.9312, -0.2895, -4.5027], [5.5550, -1.8043, -3.8181], [5.7300, -1.4688, -6.4766], [7.1709, -2.0607, -5.6168]],
  "forces_ev_per_a": [[-0.595, 0.459, 0.284], [0.333, -0.749, 0.850], [0.295, 0.498, -0.731], [-0.439, -0.696, 0.557], [-0.192, 0.615, -0.671], [0.640, -0.908, 1.308], [0.980, 0.057, -1.105], [-0.320, 1.239, 0.146], [-0.212, -1.055, -0.008], [0.199, -0.436, -0.127], [0.184, 0.487, -0.632], [-0.072, -0.514, 0.746], [0.002, -0.362, -0.882], [0.538, 0.385, 0.294], [-0.634, -0.042, -0.052], [-0.335, -1.474, 0.027], [0.088, 0.797, 0.863], [0.859, 0.400, 0.597], [-0.247, -0.180, -1.112], [-0.845, -1.004, 0.248], [0.390, 0.253, -0.637], [-0.613, 0.678, 0.019], [0.939, -0.823, -0.657], [-0.231, 0.096, 1.054], [-0.011, -0.310, 0.137], [-0.022, -0.112, -0.603], [-0.169, 0.315, -0.136], [0.039, 0.528, -0.482], [-0.030, -0.235, 0.324], [0.112, -0.235, -0.361], [0.107, -0.366, 0.099], [0.011, 0.042, -0.434], [0.106, -0.008, -0.332], [-0.267, 0.313, 0.124], [0.070, -0.273, 0.313], [-0.092, 0.370, 0.201], [0.224, -0.112, -0.283], [-0.086, 0.316, 0.153], [-0.259, 0.397, 0.153], [-0.234, -0.284, -0.336], [-0.171, -0.468, -0.064], [-0.341, 0.326, -0.035], [-0.467, 0.322, 0.176], [-0.147, -0.252, 0.263], [0.039, 0.336, 0.244], [0.419, -0.143, -0.025], [0.198, -0.325, -0.054], [-0.220, 0.372, -0.023], [-0.124, -0.091, 0.484], [-0.036, 0.419, -0.096], [0.279, 0.445, -0.341], [-0.098, -0.146, 0.280], [0.101, -0.237, 0.554], [-0.380, 0.181, -0.092], [-0.111, 0.388, 0.065], [0.169, -0.241, 0.164], [-0.079, -0.026, -0.425], [0.109, 0.413, 0.015], [0.168, 0.475, -0.343], [0.430, 0.271, -0.071], [0.264, -0.089, -0.160], [0.255, 0.069, 0.387], [-0.234, -0.275, -0.111], [-0.358, 0.031, 0.079], [0.187, 0.304, -0.032], [0.166, -0.233, -0.312], [-0.305, -0.107, 0.322], [-0.050, 0.351, 0.127], [-0.287, -0.222, 0.319], [0.259, 0.023, -0.246], [0.322, 0.096, 0.095], [-0.103, -0.181, 0.429], [-0.086, 0.228, -0.271], [-0.334, -0.179, 0.414], [-0.147, 0.178, -0.506], [0.170, -0.553, 0.076], [-0.511, 0.143, -0.098], [0.157, -0.353, 0.175], [0.153, 0.183, -0.261], [0.203, 0.448, 0.000], [-0.015, 0.016, -0.012], [0.215, -0.037, -0.132], [0.193, 0.020, 0.192], [-0.044, -0.026, 0.005], [0.358, 0.116, 0.328], [-0.544, 0.066, -0.002], [0.241, -0.455, 0.144], [-0.123, 0.189, 0.260], [0.266, -0.243, 0.091], [-0.222, 0.125, -0.205], [-0.091, 0.315, -0.351], [-0.019, 0.034, 0.013], [-0.074, -0.167, -0.165], [0.202, -0.004, -0.171], [-0.003, 0.000, 0.061], [0.564, 0.157, 0.276], [-0.436, 0.479, 0.090], [0.174, -0.635, 0.279], [0.005, 0.506, 0.443], [0.273, -0.263, 0.014], [-0.265, 0.067, -0.171], [0.713, 0.616, -1.485], [-0.008, 0.054, 0.028], [-0.128, -0.190, -0.020], [0.070, -0.089, -0.201], [0.031, 0.041, 0.028], [-0.469, -0.215, 0.090], [0.274, 0.024, -0.488], [0.188, -0.352, 0.395], [-0.437, -0.290, -0.374], [-0.280, -0.481, 0.271], [0.249, 0.292, -0.136], [0.026, 0.523, -0.082], [-0.007, 0.014, -0.026], [0.234, 0.043, 0.092], [-0.048, 0.149, 0.225], [-0.045, -0.039, -0.031], [-0.152, 0.696, -0.132], [0.172, -0.387, 0.345], [0.493, 0.294, -0.249], [-0.229, 0.209, 0.588], [0.166, 0.269, -0.279], [-0.050, -0.395, -0.076], [-0.308, -0.477, -0.306], [-0.041, -0.019, -0.012], [0.272, -0.180, -0.143], [-0.081, -0.012, -0.278], [-0.007, 0.050, 0.044], [0.522, 0.184, 0.055], [-0.452, 0.293, 0.252], [0.267, -0.515, 0.169], [-0.160, 0.636, 0.805], [0.300, -0.332, -0.061], [-0.324, -0.067, -0.056], [-0.228, 0.109, -0.525], [-0.017, 0.027, 0.000], [-0.165, -0.203, -0.015], [0.111, -0.157, -0.214], [0.025, 0.009, 0.024], [-0.422, -0.056, 0.555], [0.018, -0.362, -0.428], [0.331, -0.056, 0.335], [-0.325, -0.373, -0.027], [-0.914, -0.599, 1.249], [0.069, 0.161, -0.346], [-0.016, 0.397, -0.478], [-0.092, -0.015, -0.040], [0.242, 0.011, -0.066], [0.084, 0.237, 0.126], [-0.011, -0.014, 0.019], [-0.415, 0.281, -0.016], [0.106, -0.477, 0.189], [0.058, 0.460, 0.282], [-0.202, -0.147, 0.031], [-0.026, 0.346, 0.089], [0.105, -0.250, -0.114], [0.076, -0.273, -0.395], [-0.024, -0.031, -0.008], [0.240, 0.012, 0.030], [0.073, 0.163, -0.192], [-0.048, 0.001, 0.042], [-0.346, 0.079, -0.191], [0.227, -0.419, 0.208], [-0.177, 0.341, 0.303], [-0.285, -0.328, 0.041], [-0.164, 0.277, 0.070], [0.276, -0.140, -0.084], [0.470, 0.011, -0.437], [-0.007, -0.036, 0.010], [0.278, 0.242, 0.121], [0.070, 0.241, -0.106], [-0.050, -0.021, 0.008]],
  "mulliken_charge": [-0.884, -0.455, -0.380, -0.738, -0.749, 0.122, -0.538, -0.516, -0.554, -0.166, -0.180, -0.589, -0.322, -0.638, -0.313, -0.922, -0.357, 0.794, -0.623, -0.329, -0.046, -0.666, 0.278, -1.408, 0.197, -1.296, -0.903, 0.088, 0.303, 0.324, 0.347, 0.253, 0.264, 0.282, 0.418, 0.256, 0.418, 0.193, -0.365, 0.370, 0.236, 0.425, 0.113, 0.230, 0.094, 0.394, 0.198, 0.390, -0.087, 0.033, 0.336, 0.353, -0.078, 0.488, 0.563, 0.243, 0.357, 0.172, 0.548, 0.045, 0.490, 0.066, 0.495, 0.410, 0.181, 0.429, 0.658, 0.255, 0.325, 0.320, 0.026, 0.296, 0.161, -0.369, -0.399, -0.280, 1.010, -0.633, -0.335, -0.254, 0.274, 0.341, 0.339, 0.291, -0.345, -0.278, -0.290, 1.058, -0.476, -0.553, -0.315, 0.286, 0.301, 0.312, 0.269, -0.206, -0.319, -0.375, 1.056, -0.556, -0.572, -0.049, 0.202, 0.241, 0.385, 0.241, -0.432, -0.407, -0.152, 0.905, -0.473, -0.529, -0.328, 0.295, 0.336, 0.343, 0.265, -0.265, -0.393, -0.357, 1.104, -0.583, -0.537, -0.246, 0.268, 0.370, 0.359, 0.310, -0.376, -0.351, -0.245, 1.153, -0.551, -0.550, -0.318, 0.283, 0.316, 0.346, 0.276, -0.144, -0.458, -0.354, 1.038, -0.514, -0.435, -0.294, 0.147, 0.317, 0.321, 0.321, -0.256, -0.428, -0.238, 1.112, -0.588, -0.426, -0.349, 0.212, 0.321, 0.340, 0.312, -0.198, -0.335, -0.330, 1.113, -0.556, -0.563, -0.233, 0.150, 0.372, 0.316, 0.332],
  "fmax_ev_per_a": 1.76,
  "homo_ev": -9.362,
  "charge": 0,
  "homo_lumo_gap_ev": 9.327,
  "multiplicity": 1,
  "mol_weight_g_mol": 1523.7,
  "lumo_ev": -0.03
}